(1)
74
Properties=species:S:1:pos:R:3:forces:R:3:mulliken_charge:R:1 method="wB97M-V/def2-TZVPD" homo_ev=-10.9 multiplicity=1 total_charge=+1
Hf 2.176 0.273 -4.245 0.098 -0.807 -0.132 1.935
S -0.448 0.452 0.029 -1.787 -1.241 3.408 1.256
O -1.808 -0.019 -0.097 -0.219 0.469 0.684 -0.484
O 0.043 0.753 1.371 -0.728 0.098 -0.959 -0.578
O 0.408 -0.528 -0.638 2.083 -1.718 -1.281 -0.402
O -0.127 1.444 -0.974 0.846 2.474 -1.861 -0.422
C -7.078 -3.276 -0.654 -1.175 -0.153 1.438 -0.882
C -8.042 -2.448 0.189 -2.189 -0.230 -0.606 0.506
O -9.242 -2.534 0.343 3.230 0.068 -0.202 -0.410
N -7.370 -1.212 0.770 0.934 1.064 -1.272 -0.164
H -7.202 -1.292 1.762 -0.919 0.346 0.762 0.335
H -6.417 -1.166 0.438 0.550 -0.499 -0.455 0.378
C -7.919 0.118 0.239 -0.776 0.383 1.660 -0.822
H -6.853 -4.162 -0.061 -0.327 -0.431 -0.067 0.339
H -6.080 -2.861 -0.799 -0.436 0.436 -0.675 0.346
H -7.720 -3.552 -1.491 0.780 -0.173 -0.436 0.305
H -8.067 0.149 -0.840 0.309 -0.540 0.146 0.343
H -7.232 0.893 0.580 0.118 -0.118 -0.295 0.373
H -8.858 0.310 0.757 -0.068 -0.179 -0.283 0.354
C -0.831 7.298 2.120 0.681 -1.166 0.723 -1.010
C -1.513 6.527 3.275 -4.650 2.556 -0.965 0.515
O -2.712 6.757 3.542 4.921 -1.663 -0.233 -0.424
N -0.798 5.460 4.110 -0.072 1.304 -1.513 -0.094
H -1.561 5.091 4.660 -0.267 -0.574 0.225 0.361
H -0.430 4.804 3.436 -0.021 -0.824 -0.139 0.368
C 0.303 5.948 5.000 -0.726 -0.586 0.723 -0.842
H -0.046 7.943 2.514 -0.326 0.484 0.220 0.326
H -1.578 7.806 1.511 -0.013 0.114 0.573 0.318
H -0.240 6.688 1.436 -0.175 -0.624 0.077 0.389
H 1.259 6.051 4.487 -0.399 0.509 -0.144 0.336
H 0.404 5.136 5.720 0.239 0.261 0.202 0.370
H -0.171 6.804 5.481 0.934 0.266 0.135 0.386
C -0.435 -4.309 4.045 -0.924 -0.691 -0.068 -1.034
C 0.865 -3.927 4.615 5.499 -3.439 -2.639 0.625
O 1.955 -4.522 4.298 -5.590 3.515 2.447 -0.427
N 0.987 -2.575 5.285 1.467 -0.140 -0.834 -0.209
H 0.870 -1.913 4.530 -0.076 0.138 -0.960 0.365
H 0.248 -2.253 5.894 -0.409 -0.696 0.755 0.396
C 2.377 -2.222 5.852 -1.445 1.595 -0.054 -0.797
H -0.566 -5.391 4.044 0.307 -0.136 0.495 0.359
H -0.396 -4.161 2.966 0.090 0.597 -0.129 0.329
H -1.347 -3.884 4.466 0.276 0.309 0.062 0.343
H 2.408 -1.170 5.570 0.406 0.186 0.401 0.376
H 3.221 -2.664 5.322 -0.483 -0.804 0.499 0.339
H 2.206 -2.261 6.928 1.043 -0.533 -0.127 0.334
C 7.699 4.234 0.052 -0.250 -1.952 -0.987 0.633
F 7.687 5.341 0.760 0.851 0.199 -0.211 -0.181
F 7.820 4.488 -1.294 -0.135 -0.146 2.295 -0.195
F 8.682 3.366 0.431 -0.782 1.528 -0.445 -0.198
S 6.055 3.376 0.462 -2.186 1.208 -4.504 1.121
O 6.206 2.510 1.557 0.773 -1.523 1.391 -0.518
O 5.127 4.480 0.741 0.420 -0.214 -0.199 -0.558
O 5.612 2.755 -0.865 0.946 0.819 2.644 -0.499
P 1.118 -6.289 -4.954 0.450 2.917 0.479 1.146
F -0.226 -5.597 -4.446 -1.868 0.346 1.335 -0.342
F 0.590 -6.053 -6.465 0.278 -0.759 -0.317 -0.350
F 1.614 -4.724 -4.961 1.296 1.224 -0.009 -0.377
F 2.565 -6.680 -5.474 -0.222 -1.269 -0.396 -0.311
F 1.714 -6.429 -3.413 -0.614 -0.040 -0.414 -0.380
F 0.370 -7.644 -4.816 0.623 -2.027 -0.468 -0.308
P 7.614 -1.729 -4.359 1.804 -0.929 0.358 1.138
F 8.468 -1.052 -3.138 -0.634 1.860 -0.562 -0.359
F 6.987 -0.381 -4.905 0.712 1.787 -0.454 -0.334
F 8.998 -1.710 -5.294 -1.689 0.851 0.211 -0.367
F 6.786 -2.470 -5.552 0.364 -0.370 0.674 -0.338
F 8.163 -3.047 -3.711 -0.814 -2.388 -0.278 -0.328
F 6.283 -1.760 -3.363 -0.416 -0.424 0.097 -0.397
P -3.211 0.295 -6.404 -2.416 2.653 -1.015 1.139
F -2.547 -0.352 -7.699 -0.447 -0.819 0.564 -0.306
F -2.315 -0.538 -5.339 -0.338 -0.506 -0.186 -0.350
F -2.032 1.416 -6.420 1.401 0.269 0.181 -0.380
F -3.902 1.188 -5.249 0.013 -0.850 2.038 -0.349
F -4.071 1.381 -7.351 0.224 -1.633 -0.817 -0.390
F -4.496 -0.783 -6.318 2.048 0.979 -0.315 -0.366

***

(2)
50
Properties=species:S:1:pos:R:3:forces:R:3:mulliken_charge:R:1 method="wB97M-V/def2-TZVPD" homo_ev=-15.1 de_lowest_kcal_mol=64.3 multiplicity=1 total_charge=+2
In -2.713 -0.359 -1.259 1.078 -0.854 0.146 1.115
C -2.919 3.781 0.285 4.610 -5.215 -1.158 -0.011
O -1.495 4.164 0.336 -3.371 0.101 0.972 -0.050
O -2.932 2.433 -0.214 -1.043 5.595 1.640 -0.244
C -3.752 4.028 1.610 -3.530 0.322 2.966 0.742
F -3.058 3.586 2.619 1.403 0.002 0.225 -0.155
F -4.138 5.306 1.881 1.464 -1.005 -1.391 -0.197
F -4.910 3.334 1.665 1.139 0.195 -1.616 -0.206
C -1.197 5.552 0.585 0.501 0.958 -0.115 -0.152
C 0.238 5.707 1.029 0.431 -0.086 -0.129 -1.183
H 0.460 6.732 1.325 -0.444 0.157 -0.004 0.406
H 0.378 5.106 1.927 0.077 -0.039 -0.051 0.241
H 1.020 5.482 0.304 -0.295 -0.355 -0.200 0.349
H -1.794 6.085 1.325 -0.729 -0.794 0.593 0.336
H -1.546 6.073 -0.306 0.727 0.219 -0.596 0.369
H -3.291 4.470 -0.473 -0.877 0.165 -1.094 0.525
C -0.735 -5.113 -0.862 -1.205 -1.401 0.921 -0.553
O -0.280 -4.938 -2.171 1.309 2.184 -1.328 -0.318
P 0.142 -3.446 -2.699 -0.596 -1.582 -1.572 0.826
O -0.683 -2.394 -2.024 0.861 -0.150 -0.424 -0.378
O 1.760 -3.421 -2.566 -1.670 0.544 -0.381 -0.380
C 2.403 -3.212 -1.283 0.022 -0.737 -0.156 -0.247
O -0.180 -3.538 -4.315 0.638 0.938 3.480 -0.368
C 0.243 -4.655 -5.071 0.359 -1.209 -1.049 -0.657
H -0.681 -4.267 -0.176 0.160 0.208 -0.361 0.181
H -0.253 -5.985 -0.421 0.445 0.182 -0.005 0.279
H -1.769 -5.442 -0.966 -0.265 0.317 0.312 0.287
H 1.623 -3.155 -0.524 0.396 0.496 0.219 -0.066
H 3.111 -2.385 -1.346 -0.638 0.389 0.017 0.243
H 3.041 -4.070 -1.069 -0.282 -0.283 -0.130 0.310
H 0.588 -5.495 -4.468 0.013 0.178 0.153 0.305
H 1.024 -4.383 -5.781 0.097 0.241 0.256 0.279
H -0.591 -5.017 -5.672 -0.172 0.172 0.195 0.263
C 0.129 2.076 2.409 0.566 0.906 0.616 -0.508
O 0.812 0.832 2.483 -1.028 -1.236 -0.711 -0.322
P 0.819 -0.216 1.242 1.421 -0.051 -1.100 0.893
O -0.503 -0.443 0.550 1.161 0.548 1.144 -0.483
O 1.665 -1.493 1.733 -0.857 1.576 -0.267 -0.201
C 1.098 -2.557 2.438 -1.617 -1.828 0.844 -0.694
O 1.920 0.366 0.259 -0.757 0.288 0.340 -0.328
C 3.319 0.531 0.647 0.173 -0.263 -1.467 -0.711
H -0.694 2.155 1.698 -0.177 -0.487 -0.479 0.046
H 0.855 2.849 2.158 0.088 -0.073 -0.276 0.279
H -0.269 2.361 3.383 0.052 -0.503 0.134 0.371
H 0.063 -2.368 2.722 0.049 0.410 0.369 0.349
H 1.656 -2.891 3.312 0.273 0.691 -0.049 0.306
H 0.971 -3.462 1.843 0.506 0.140 -0.617 0.195
H 3.868 0.366 -0.280 -0.035 -0.449 -0.023 0.266
H 3.606 -0.245 1.357 0.037 0.617 0.245 0.357
H 3.572 1.577 0.821 -0.466 -0.136 0.958 0.293

***

(3)
41
Properties=species:S:1:pos:R:3:forces:R:3:mulliken_charge:R:1 method="wB97M-V/def2-TZVPD" homo_ev=-4.1 multiplicity=1 total_charge=-1
C 1.130 -0.180 2.592 0.387 0.093 0.138 -1.104
C -0.096 -0.469 1.731 -0.381 0.001 0.112 -0.585
S -0.224 0.399 0.161 0.060 0.045 -0.203 -0.069
C 1.236 -0.222 -0.715 0.034 0.042 -0.212 -0.685
P 1.021 -1.268 -2.284 -0.110 0.731 1.224 0.120
O -0.488 -0.612 -2.772 -0.310 -0.242 -0.059 -0.614
I 1.157 -2.832 -4.660 0.046 -0.464 -0.700 -0.576
C 0.150 -2.739 -1.482 -0.027 -0.020 -0.054 -1.387
C 1.035 -3.866 -0.957 0.187 -0.117 -0.034 -0.738
C 1.847 -3.639 0.326 -0.295 0.203 0.141 -0.248
N 3.176 -3.059 0.130 0.158 0.028 -0.027 -0.479
H 1.727 -1.077 2.771 -0.014 -0.033 -0.054 0.256
H 1.788 0.559 2.132 -0.056 -0.035 -0.097 0.314
H 0.867 0.220 3.574 -0.137 -0.032 -0.025 0.328
H -1.007 -0.166 2.251 0.015 -0.037 0.036 0.444
H -0.202 -1.534 1.525 0.051 -0.043 0.087 0.351
H 1.807 0.654 -1.027 0.066 -0.012 0.038 0.574
H 1.854 -0.760 0.005 -0.008 -0.082 -0.022 0.000
H 1.567 -0.287 -3.147 0.096 -0.063 -0.169 0.098
H 2.301 -1.855 -2.073 0.115 -0.074 -0.147 0.258
H -1.168 -1.296 -2.846 0.205 0.248 0.015 0.287
H -0.494 -3.170 -2.249 -0.059 -0.030 0.046 0.600
H -0.509 -2.342 -0.698 0.090 0.034 0.033 0.521
H 1.714 -4.181 -1.758 -0.015 0.015 -0.008 0.199
H 0.380 -4.721 -0.753 0.018 -0.042 -0.074 0.431
H 1.895 -4.590 0.871 0.043 -0.009 0.012 0.397
H 1.292 -2.952 0.971 -0.039 -0.042 0.030 -0.074
H 3.886 -3.771 0.019 -0.063 0.019 -0.127 0.224
H 3.454 -2.478 0.910 -0.040 -0.055 0.057 0.152
O -2.459 4.249 3.238 -0.026 0.057 -0.008 -0.616
C -2.442 4.230 2.040 -0.038 0.000 -0.066 0.474
O -1.872 3.236 1.338 0.061 -0.060 -0.006 -0.270
C -1.921 3.503 -0.081 -0.069 0.051 0.183 -0.323
C -3.074 4.495 -0.242 0.037 -0.068 -0.058 -0.519
C -3.026 5.254 1.077 0.053 -0.031 0.086 -0.405
H -0.961 3.927 -0.378 0.004 0.010 -0.005 0.222
H -2.051 2.552 -0.587 -0.029 0.002 -0.016 0.312
H -2.957 5.122 -1.123 0.004 0.014 0.000 0.333
H -4.016 3.953 -0.331 -0.007 0.001 -0.012 0.261
H -2.338 6.102 1.045 0.007 -0.002 -0.024 0.241
H -3.980 5.612 1.455 -0.013 -0.001 -0.031 0.293

***

(4)
40
Properties=species:S:1:pos:R:3:forces:R:3:mulliken_charge:R:1 method="wB97M-V/def2-TZVPD" homo_ev="-18.6 / -18.6" multiplicity=1 total_charge=+3
C 0.000 0.015 -4.698 -0.008 -0.562 -0.678 -0.994
C 0.003 0.264 -3.262 0.044 4.638 0.355 0.555
H 0.009 1.014 -5.213 -0.006 -0.751 0.595 0.385
H -0.901 -0.563 -4.941 0.201 -0.011 -0.116 0.365
H 0.893 -0.577 -4.942 -0.200 -0.008 -0.115 0.365
O 0.012 1.244 -2.605 -0.037 -3.955 -1.100 -0.232
I -0.023 -2.437 -2.009 0.012 1.285 -0.681 -0.051
Pb -0.003 -0.209 -0.265 -0.019 -2.124 4.162 1.319
P 2.785 -0.033 0.591 2.303 1.099 -1.055 0.677
C 3.348 1.386 1.596 -1.114 0.202 0.128 -1.240
C 3.695 -1.425 1.362 -1.303 -0.775 0.261 -1.201
H 4.769 -1.297 1.165 -0.345 0.229 -0.121 0.457
H 4.747 -0.061 -0.808 -0.264 0.124 -0.118 0.432
H 3.347 -2.373 0.926 0.292 0.126 0.228 0.404
H 3.268 -0.428 -1.753 0.291 0.118 0.085 0.325
H 2.933 1.293 2.608 0.199 0.175 -0.149 0.392
H 3.513 -1.435 2.447 0.042 -0.067 -0.343 0.426
C 3.695 0.212 -0.970 -0.363 -0.083 -0.199 -1.165
H 4.448 1.382 1.647 -0.284 -0.210 -0.149 0.433
H 3.623 1.264 -1.269 0.035 -0.216 -0.018 0.380
H 3.002 2.321 1.135 0.194 -0.145 0.217 0.408
P -2.786 0.017 0.595 -2.289 1.148 -1.049 0.676
C -3.320 1.448 1.599 1.118 0.178 0.127 -1.239
C -3.693 0.278 -0.966 0.364 -0.090 -0.199 -1.165
H -3.391 -2.311 0.935 -0.292 0.131 0.229 0.403
H -4.793 -1.209 1.171 0.352 0.222 -0.121 0.456
H -3.540 -1.366 2.453 -0.042 -0.068 -0.345 0.426
C -3.722 -1.356 1.368 1.287 -0.801 0.260 -1.199
H -3.280 -0.372 -1.748 -0.289 0.125 0.084 0.325
H -4.750 0.026 -0.801 0.267 0.119 -0.118 0.432
H -4.420 1.469 1.645 0.280 -0.217 -0.148 0.433
H -2.951 2.375 1.140 -0.200 -0.138 0.216 0.407
H -3.601 1.328 -1.267 -0.040 -0.216 -0.018 0.380
H -2.912 1.344 2.613 -0.192 0.179 -0.152 0.392
C 0.025 2.208 1.249 0.077 4.840 3.025 0.113
O 0.041 3.188 1.877 -0.076 -4.542 -2.891 -0.127
C -0.015 -1.489 1.627 0.017 -0.264 -0.168 -1.160
H 0.882 -1.307 2.225 -0.147 -0.015 -0.048 0.289
H -0.031 -2.544 1.312 0.003 0.333 0.165 0.430
H -0.903 -1.281 2.230 0.130 -0.014 -0.039 0.288

***

(5)
42
Properties=species:S:1:pos:R:3:forces:R:3:mulliken_charge:R:1 method="wB97M-V/def2-TZVPD" homo_ev=-3.1 de_lowest_kcal_mol=156.2 multiplicity=1 total_charge=-1
C 1.519 5.040 4.876 -1.784 -1.915 -2.178 -0.510
C 0.799 4.117 3.942 1.694 1.925 3.091 -0.270
Al 2.046 2.882 2.804 -1.091 -2.260 -0.010 0.204
F 1.120 1.481 1.931 0.643 1.663 0.765 -0.468
C 3.526 2.002 3.950 0.075 -2.893 1.536 -0.484
C 3.385 1.563 5.365 0.851 0.946 -1.634 -0.438
H 2.634 4.787 5.213 -2.468 0.710 -1.224 0.090
H 1.093 6.062 5.286 0.611 -2.365 -0.541 0.186
H -0.380 4.072 3.814 2.452 1.060 0.277 0.241
H 2.793 3.829 1.765 0.074 -0.005 -0.204 -0.199
H 4.559 1.824 3.409 -1.019 2.417 1.741 0.255
H 2.945 0.508 5.645 -0.838 2.883 -0.355 0.214
H 3.735 2.283 6.225 0.739 -2.263 -1.338 0.178
O -1.178 0.122 -3.742 -3.558 2.341 1.062 -0.789
P -1.557 -0.514 -2.382 6.086 -4.624 -0.665 0.785
N -0.024 -0.226 -1.747 1.398 0.666 1.170 0.196
C 1.145 -1.066 -1.642 0.090 -0.259 -0.025 -0.977
C 0.264 1.139 -1.319 -0.474 0.400 -0.098 -1.226
N -1.732 -2.077 -3.085 -1.235 -0.821 -1.503 0.287
C -0.877 -3.228 -2.877 -0.513 -0.263 0.862 -1.260
C -2.178 -2.110 -4.491 0.101 0.362 0.099 -1.028
N -1.992 -1.245 -0.818 -2.285 0.523 -1.083 -0.040
C -1.182 -1.547 0.347 0.336 1.139 0.665 -0.663
C -3.269 -1.962 -0.774 -0.296 0.318 -0.121 -0.994
H 1.486 -1.114 -0.604 0.127 0.099 0.125 0.382
H 1.974 -0.673 -2.243 -0.011 0.061 -0.028 0.359
H 1.006 -2.094 -1.952 -0.248 0.042 -0.106 0.251
H -0.315 1.383 -0.423 0.171 0.175 0.139 0.376
H 0.002 1.861 -2.101 0.009 -0.038 -0.034 0.292
H 1.321 1.298 -1.077 -0.282 -0.306 0.016 0.423
H 0.055 -3.148 -3.443 0.137 0.018 -0.014 0.351
H -1.376 -4.150 -3.206 -0.098 0.193 -0.095 0.418
H -0.659 -3.397 -1.821 0.136 0.205 -0.030 0.258
H -1.345 -1.911 -5.183 -0.167 0.057 0.039 0.300
H -2.963 -1.374 -4.671 0.253 0.037 -0.012 0.295
H -2.608 -3.082 -4.757 0.126 -0.113 0.345 0.336
H -0.548 -2.424 0.191 0.055 0.035 -0.208 0.219
H -1.804 -1.757 1.226 -0.193 0.025 -0.311 0.342
H -0.563 -0.701 0.658 0.132 -0.152 -0.188 0.137
H -3.135 -3.029 -0.993 0.023 0.084 0.008 0.290
H -3.972 -1.546 -1.501 0.135 -0.192 0.001 0.302
H -3.751 -1.875 0.203 0.106 0.083 0.063 0.377

***

What are the strongest force on any atom values for these records? In order: 0.1369; 0.1372; 0.0278; 0.1110; 0.1492 Eh/bohr.